Model i:
# C7H12

One molecule with the formula C7H12 (ωB97M-V with the def2-TZVPD basis set, the OMol25 dataset).

Structure (XYZ):
```
19
Properties=species:S:1:pos:R:3:nbo_charge:R:1
C 1.105 -0.228 -2.228 -0.6175
C -0.292 -0.160 -1.610 -0.3927
C -0.394 0.914 -0.494 -0.4296
C 0.186 0.445 0.820 -0.0292
C 1.406 0.796 1.188 -0.3744
C -1.561 -1.252 1.316 -0.3857
C -0.566 -0.448 1.690 -0.2072
H 1.870 0.084 -1.522 0.2068
H 1.174 0.385 -3.119 0.2058
H 1.421 -1.246 -2.478 0.2116
H -0.995 0.101 -2.401 0.2011
H -0.605 -1.142 -1.270 0.2023
H -1.441 1.154 -0.320 0.2155
H 0.196 1.756 -0.830 0.2128
H 2.052 1.456 0.622 0.1938
H 1.840 0.456 2.120 0.1921
H -1.898 -1.204 0.285 0.1871
H -2.048 -1.946 1.977 0.2044
H -0.272 -0.420 2.734 0.2030
```

2S+1	1
net charge	0
Kohn-Sham gap	9.940	eV
LUMO energy	0.03983	Eh
highest occupied orbital energy	-8.86	eV
molecular weight	96.2	g/mol

Model ii:
# C7H12

One molecule with the formula C7H12 (ωB97M-V with the def2-TZVPD basis set, the OMol25 dataset).

Structure (XYZ):
```
19
Properties=species:S:1:pos:R:3:nbo_charge:R:1
C 2.977 0.915 -1.001 -0.6015
C 1.480 1.203 -0.977 -0.3926
C 0.646 -0.028 -0.632 -0.3798
C -0.840 0.314 -0.539 -0.4627
C -1.662 -0.702 0.121 -0.0194
C -2.302 -1.313 0.939 -0.0076
C -2.974 -1.708 2.175 -0.6779
H 3.322 0.544 -0.028 0.2022
H 3.218 0.154 -1.751 0.2024
H 3.549 1.817 -1.240 0.2094
H 1.274 2.000 -0.247 0.1934
H 1.159 1.596 -1.951 0.1945
H 0.966 -0.435 0.336 0.2022
H 0.795 -0.819 -1.379 0.2013
H -0.951 1.175 0.133 0.2215
H -1.238 0.620 -1.513 0.2231
H -2.410 -2.468 2.722 0.2313
H -3.998 -2.058 2.034 0.2302
H -3.010 -0.808 2.799 0.2302
```

2S+1	1
net charge	0
Kohn-Sham gap	10.311	eV
LUMO energy	0.03966	Eh
highest occupied orbital energy	-9.23	eV
molecular weight	96.2	g/mol

Model iii:
# C7H12

One molecule with the formula C7H12 (ωB97M-V with the def2-TZVPD basis set, the OMol25 dataset).

Structure (XYZ):
```
19
Properties=species:S:1:pos:R:3:nbo_charge:R:1
C -0.375 -2.878 0.278 -0.6074
C 0.708 -1.889 0.747 -0.4042
C 0.322 -0.495 0.273 -0.3678
C 1.224 0.700 0.623 -0.4676
C 0.555 1.841 -0.018 -0.0083
C -0.259 2.469 -0.651 -0.0226
C -1.331 3.074 -1.438 -0.6769
H -1.064 -3.145 1.085 0.2079
H -0.980 -2.425 -0.517 0.2030
H 0.045 -3.803 -0.126 0.2102
H 0.806 -1.914 1.840 0.1974
H 1.688 -2.166 0.339 0.1959
H -0.684 -0.262 0.643 0.1998
H 0.238 -0.519 -0.820 0.1989
H 1.309 0.839 1.708 0.2226
H 2.242 0.560 0.236 0.2224
H -2.053 2.291 -1.699 0.2320
H -0.960 3.507 -2.371 0.2323
H -1.865 3.846 -0.878 0.2324
```

2S+1	1
net charge	0
Kohn-Sham gap	10.337	eV
LUMO energy	0.03927	Eh
highest occupied orbital energy	-9.27	eV
molecular weight	96.2	g/mol

Model iv:
# C7H12

One molecule with the formula C7H12 (ωB97M-V with the def2-TZVPD basis set, the OMol25 dataset).

Structure (XYZ):
```
19
Properties=species:S:1:pos:R:3:nbo_charge:R:1
C -2.606 0.002 0.063 -0.6089
C -1.138 -0.388 0.032 -0.1960
C -0.211 0.230 -1.046 -0.3882
C 0.902 0.164 -0.007 -0.0566
C 2.029 -0.816 -0.080 -0.4152
C 2.304 0.669 -0.057 -0.4184
C -0.148 0.149 1.103 -0.3865
H -3.059 -0.126 -0.928 0.2096
H -2.736 1.051 0.353 0.2023
H -3.173 -0.618 0.768 0.2097
H -1.046 -1.480 -0.022 0.1981
H -0.073 -0.313 -1.988 0.2031
H -0.497 1.269 -1.259 0.1980
H 2.179 -1.357 -1.012 0.2095
H 2.265 -1.387 0.816 0.2097
H 2.643 1.134 -0.980 0.2142
H 2.742 1.094 0.843 0.2146
H -0.432 1.168 1.401 0.1973
H 0.055 -0.445 2.001 0.2038
```

2S+1	1
net charge	0
Kohn-Sham gap	10.966	eV
LUMO energy	0.04265	Eh
highest occupied orbital energy	-9.81	eV
molecular weight	96.2	g/mol

Each structure's energy above the most stable one, in eV: model i 0.000; model ii 0.455; model iii 0.527; model iv 0.193.